(1)
{
  "formula": "C2H3F4NO5S2Sc",
  "method": "ωB97M-V/def2-TZVPD",
  "species": ["N", "S", "O", "O", "S", "O", "O", "C", "F", "F", "F", "Sc", "F", "C", "O", "H", "H", "H"],
  "positions_angstrom": [[-2.398, 0.695, 0.318], [-1.520, -0.530, 1.091], [-1.754, -0.541, 2.617], [-1.783, -1.836, 0.439], [-1.663, 1.601, -0.727], [-0.240, 1.766, -0.227], [-2.724, 2.521, -1.140], [-1.067, 1.176, -2.467], [-0.311, 0.090, -2.442], [-2.074, 0.929, -3.286], [-0.359, 2.173, -2.970], [0.859, 0.926, 1.205], [2.583, 0.301, 2.188], [2.565, -1.878, 1.042], [1.718, -1.043, 1.814], [3.252, -2.396, 1.717], [1.890, -2.630, 0.608], [3.025, -1.323, 0.218]],
  "lowdin_charge": [-0.3073, 0.6633, -0.3697, -0.3386, 0.7241, -0.4817, -0.2281, -0.6799, 0.1427, 0.1834, 0.1785, 1.3653, -0.1588, 0.0004, -0.0963, 0.1278, 0.1547, 0.1202],
  "charge": 1,
  "e_homo_ev": [-13.27, -13.21],
  "mol_weight_g_mol": 306.1,
  "e_above_lowest_kj_mol": 0.00,
  "homo_lumo_gap_ev": [4.2, 4.8]
}


(2)
{
  "formula": "C78H65F13",
  "method": "ωB97M-V/def2-TZVPD",
  "species": ["F", "C", "C", "C", "C", "C", "C", "H", "H", "H", "H", "H", "F", "C", "C", "C", "C", "C", "C", "H", "H", "H", "H", "H", "F", "C", "C", "C", "C", "C", "C", "H", "H", "H", "H", "H", "F", "C", "C", "C", "C", "C", "C", "H", "H", "H", "H", "H", "F", "C", "C", "C", "C", "C", "C", "H", "H", "H", "H", "H", "F", "C", "C", "C", "C", "C", "C", "H", "H", "H", "H", "H", "F", "C", "C", "C", "C", "C", "C", "H", "H", "H", "H", "H", "F", "C", "C", "C", "C", "C", "C", "H", "H", "H", "H", "H", "F", "C", "C", "C", "C", "C", "C", "H", "H", "H", "H", "H", "F", "C", "C", "C", "C", "C", "C", "H", "H", "H", "H", "H", "F", "C", "C", "C", "C", "C", "C", "H", "H", "H", "H", "H", "F", "C", "C", "C", "C", "C", "C", "H", "H", "H", "H", "H", "F", "C", "C", "C", "C", "C", "C", "H", "H", "H", "H", "H"],
  "positions_angstrom": [[-3.313, 2.150, 1.667], [-4.125, 3.072, 1.157], [-3.932, 4.406, 1.443], [-4.810, 5.374, 0.911], [-5.934, 5.023, 0.246], [-6.103, 3.676, -0.132], [-5.214, 2.725, 0.406], [-3.102, 4.822, 1.994], [-4.568, 6.387, 1.196], [-6.684, 5.743, -0.046], [-6.869, 3.291, -0.788], [-5.338, 1.685, 0.145], [-2.638, -4.983, 2.963], [-3.048, -3.687, 3.104], [-3.983, -3.302, 4.050], [-4.260, -1.929, 4.196], [-3.759, -0.984, 3.300], [-2.851, -1.432, 2.332], [-2.475, -2.773, 2.210], [-4.440, -4.000, 4.736], [-4.876, -1.638, 5.034], [-3.981, 0.071, 3.352], [-2.475, -0.748, 1.586], [-1.730, -3.029, 1.471], [0.688, 7.464, -0.410], [0.051, 6.281, -0.577], [-0.433, 5.929, -1.842], [-0.947, 4.613, -2.014], [-0.971, 3.720, -0.982], [-0.453, 4.064, 0.226], [0.012, 5.370, 0.474], [-0.383, 6.745, -2.548], [-1.332, 4.286, -2.969], [-1.460, 2.762, -1.080], [-0.457, 3.368, 1.052], [0.586, 5.561, 1.369], [3.550, 1.448, -6.818], [3.048, 2.064, -5.728], [2.815, 1.319, -4.581], [2.275, 1.900, -3.447], [2.008, 3.249, -3.443], [2.178, 3.977, -4.630], [2.813, 3.428, -5.698], [2.989, 0.254, -4.591], [1.933, 1.272, -2.638], [1.527, 3.667, -2.570], [2.009, 5.044, -4.655], [2.959, 4.008, -6.597], [2.523, -0.501, 2.752], [1.904, -0.859, 3.887], [0.525, -0.756, 4.055], [-0.069, -1.225, 5.165], [0.747, -1.797, 6.169], [2.095, -1.830, 6.101], [2.654, -1.382, 4.917], [-0.102, -0.294, 3.307], [-1.143, -1.285, 5.258], [0.284, -2.177, 7.067], [2.751, -2.356, 6.779], [3.707, -1.435, 4.681], [1.493, -4.474, -2.924], [0.927, -4.101, -4.105], [1.546, -3.121, -4.904], [0.947, -2.664, -6.062], [-0.182, -3.276, -6.459], [-0.855, -4.190, -5.661], [-0.346, -4.553, -4.387], [2.548, -2.785, -4.679], [1.511, -1.987, -6.686], [-0.560, -2.991, -7.430], [-1.814, -4.601, -5.941], [-0.836, -5.273, -3.750], [5.828, 1.590, 1.664], [5.068, 2.377, 0.877], [5.564, 3.565, 0.354], [4.719, 4.331, -0.438], [3.371, 4.030, -0.501], [2.931, 2.760, -0.049], [3.727, 1.961, 0.738], [6.602, 3.800, 0.541], [5.048, 5.260, -0.879], [2.763, 4.777, -0.989], [1.929, 2.389, -0.207], [3.455, 1.026, 1.205], [4.123, -2.835, 0.212], [4.984, -2.645, 1.241], [4.984, -3.599, 2.210], [5.857, -3.511, 3.275], [6.594, -2.357, 3.344], [6.533, -1.339, 2.389], [5.797, -1.476, 1.268], [4.250, -4.390, 2.152], [5.868, -4.235, 4.077], [7.191, -2.224, 4.235], [7.202, -0.493, 2.451], [5.671, -0.754, 0.474], [2.188, 7.706, 5.102], [2.086, 6.525, 4.498], [1.110, 5.662, 4.935], [1.028, 4.407, 4.364], [2.042, 3.953, 3.492], [3.076, 4.794, 3.150], [3.046, 6.118, 3.590], [0.309, 6.000, 5.575], [0.151, 3.829, 4.615], [1.902, 3.021, 2.965], [3.753, 4.466, 2.376], [3.737, 6.856, 3.211], [-4.029, 3.008, -2.716], [-4.891, 2.119, -3.128], [-4.482, 0.802, -3.322], [-5.370, -0.115, -3.798], [-6.693, 0.248, -4.036], [-7.147, 1.548, -3.827], [-6.222, 2.482, -3.397], [-3.469, 0.483, -3.128], [-4.975, -1.120, -3.784], [-7.392, -0.523, -4.322], [-8.166, 1.826, -4.050], [-6.463, 3.514, -3.190], [-0.483, -7.641, 2.166], [0.405, -6.804, 1.547], [0.291, -5.367, 1.603], [1.085, -4.543, 0.832], [1.952, -5.221, -0.068], [2.099, -6.615, -0.177], [1.279, -7.374, 0.670], [-0.491, -4.971, 2.234], [1.019, -3.480, 1.013], [2.580, -4.612, -0.700], [2.754, -7.067, -0.908], [1.307, -8.453, 0.631], [-4.483, -2.641, -2.118], [-3.887, -3.769, -1.527], [-4.600, -4.711, -0.855], [-3.930, -5.791, -0.283], [-2.541, -5.936, -0.363], [-1.843, -5.084, -1.209], [-2.479, -3.987, -1.748], [-5.674, -4.663, -0.756], [-4.534, -6.505, 0.257], [-1.971, -6.615, 0.253], [-0.765, -5.117, -1.164], [-1.951, -3.318, -2.410], [0.824, 0.943, 1.288], [0.610, 0.152, 0.208], [1.643, -0.699, -0.227], [1.500, -1.426, -1.401], [0.247, -1.338, -2.055], [-0.818, -0.572, -1.567], [-0.666, 0.116, -0.400], [2.588, -0.608, 0.289], [2.229, -2.064, -1.877], [-0.043, -1.952, -2.894], [-1.745, -0.420, -2.101], [-1.447, 0.739, 0.009]],
  "lowdin_charge": [0.0633, -0.3140, -0.0055, -0.0863, -0.0941, -0.0599, -0.0225, 0.1107, 0.1064, 0.1024, 0.0920, 0.1178, 0.0315, -0.2543, -0.0114, -0.0812, -0.0810, -0.0811, -0.0018, 0.1133, 0.1006, 0.0930, 0.0786, 0.1028, 0.0516, -0.2802, 0.0067, -0.0782, -0.1213, -0.0930, 0.0020, 0.1121, 0.1063, 0.0915, 0.1004, 0.1041, 0.0564, -0.2724, -0.0120, -0.0708, -0.0850, -0.0765, -0.0338, 0.1067, 0.0917, 0.0693, 0.1058, 0.1177, 0.0559, -0.2590, -0.0306, -0.0702, -0.0960, -0.0859, -0.0171, 0.1014, 0.1027, 0.1005, 0.1109, 0.1108, 0.0366, -0.2749, -0.0248, -0.0953, -0.1141, -0.0500, -0.0161, 0.1130, 0.1134, 0.1066, 0.1046, 0.1044, 0.0484, -0.2675, -0.0200, -0.0822, -0.0819, -0.0709, -0.0116, 0.1159, 0.1081, 0.0940, 0.0796, 0.0839, 0.0351, -0.2586, -0.0300, -0.0812, -0.1001, -0.0959, -0.0106, 0.1166, 0.1099, 0.1005, 0.1053, 0.1128, 0.0722, -0.3056, -0.0278, -0.0747, -0.0872, -0.0712, -0.0055, 0.1164, 0.1015, 0.0879, 0.0857, 0.1159, 0.0938, -0.3089, -0.0186, -0.0879, -0.0856, -0.0769, -0.0323, 0.0959, 0.0909, 0.0987, 0.1052, 0.1097, 0.0355, -0.2578, -0.0221, -0.0690, -0.1079, -0.0518, -0.0378, 0.0857, 0.0995, 0.0734, 0.1061, 0.1150, 0.0031, -0.2061, -0.0334, -0.0679, -0.0690, -0.0934, -0.0103, 0.1180, 0.1055, 0.0920, 0.0923, 0.0860, 0.0294, -0.2484, -0.0221, -0.0519, -0.0696, -0.0751, -0.0325, 0.0840, 0.0985, 0.0788, 0.0908, 0.0958],
  "charge": 0,
  "e_homo_ev": -8.94,
  "mol_weight_g_mol": 1249.4,
  "e_above_lowest_kj_mol": 214.88,
  "homo_lumo_gap_ev": 9.5
}


(3)
{
  "formula": "C3H3ClO2",
  "method": "ωB97M-V/def2-TZVPD",
  "species": ["C", "C", "O", "H", "H", "O", "C", "Cl", "H"],
  "positions_angstrom": [[0.983, 0.281, -0.487], [1.732, -0.620, 0.160], [2.522, -1.362, 0.627], [0.501, -0.166, -1.367], [0.716, 1.216, -0.118], [-2.205, 0.650, -0.724], [-1.596, 0.361, 0.244], [-1.399, -1.371, 0.734], [-1.254, 1.011, 0.931]],
  "lowdin_charge": [-0.0470, -0.2424, 0.1574, 0.0881, 0.0406, 0.0386, -0.6665, 0.5855, 0.0458],
  "smiles": "C=C=O.O=CCl",
  "charge": 0,
  "e_homo_ev": -9.52,
  "mol_weight_g_mol": 106.5,
  "e_above_lowest_kj_mol": 151.77,
  "homo_lumo_gap_ev": 9.9
}


(4)
{
  "formula": "C16H16F3N5",
  "method": "ωB97M-V/def2-TZVPD",
  "species": ["C", "N", "N", "C", "C", "F", "F", "F", "C", "C", "N", "C", "N", "C", "C", "N", "C", "C", "C", "C", "C", "C", "C", "C", "H", "H", "H", "H", "H", "H", "H", "H", "H", "H", "H", "H", "H", "H", "H", "H"],
  "positions_angstrom": [[0.931, -0.170, 3.928], [1.268, 1.081, 3.163], [1.775, 2.185, 3.756], [1.970, 3.047, 2.768], [2.613, 4.442, 2.906], [3.634, 4.543, 2.023], [3.189, 4.682, 4.148], [1.647, 5.334, 2.645], [1.561, 2.492, 1.456], [1.398, 3.170, 0.215], [1.201, 3.688, -0.809], [1.175, 1.238, 1.772], [0.582, 0.280, 0.927], [1.234, -0.027, -0.358], [0.678, -1.327, -0.883], [-0.799, -1.207, -1.122], [-1.399, -1.825, -2.258], [-2.492, -1.317, -3.000], [-3.077, -2.011, -4.029], [-2.608, -3.303, -4.368], [-1.561, -3.829, -3.619], [-0.946, -3.118, -2.619], [-1.516, -0.170, -0.340], [-0.888, 0.073, 1.077], [1.201, -1.036, 3.357], [1.468, -0.170, 4.860], [-0.123, -0.212, 4.151], [2.273, -0.141, -0.258], [1.057, 0.734, -1.101], [0.887, -2.122, -0.176], [1.187, -1.522, -1.827], [-2.785, -0.307, -2.819], [-3.881, -1.510, -4.563], [-3.037, -3.823, -5.191], [-1.169, -4.778, -3.838], [-0.128, -3.588, -2.090], [-1.497, 0.754, -0.922], [-2.584, -0.420, -0.220], [-1.336, 0.990, 1.547], [-1.103, -0.801, 1.709]],
  "lowdin_charge": [0.0234, -0.0862, 0.1554, -0.1079, -0.5110, 0.1352, 0.1024, 0.1513, -0.0959, -0.1659, 0.1683, -0.2072, -0.0643, -0.1438, -0.1322, -0.0848, -0.2032, -0.0492, -0.0882, -0.0838, -0.1034, -0.0405, -0.1344, -0.1021, 0.0791, 0.0811, 0.0770, 0.1161, 0.1112, 0.1160, 0.1259, 0.0942, 0.1036, 0.0860, 0.0870, 0.1033, 0.1129, 0.1258, 0.1394, 0.1091],
  "smiles": "Cn1nc(C(F)(F)F)c(C#N)c1N1CCN(c2ccccc2)CC1",
  "charge": 0,
  "e_homo_ev": -7.89,
  "mol_weight_g_mol": 335.3,
  "e_above_lowest_kj_mol": 0.00,
  "homo_lumo_gap_ev": 8.3
}


(5)
{
  "formula": "C12H14N6O",
  "method": "ωB97M-V/def2-TZVPD",
  "species": ["C", "C", "C", "O", "N", "C", "C", "C", "C", "C", "C", "N", "N", "C", "N", "N", "C", "C", "N", "H", "H", "H", "H", "H", "H", "H", "H", "H", "H", "H", "H", "H", "H"],
  "positions_angstrom": [[0.380, -2.736, -3.811], [-0.719, -2.308, -2.814], [-1.765, -3.377, -2.504], [-1.306, -4.642, -1.917], [-0.121, -1.801, -1.526], [-0.387, -0.542, -1.017], [0.239, -0.515, 0.187], [0.382, 0.556, 1.186], [0.845, 1.842, 0.825], [0.450, 2.634, 1.932], [0.701, 4.013, 2.351], [1.145, 5.052, 1.504], [0.436, 4.400, 3.575], [-0.078, 3.492, 4.462], [-0.358, 2.239, 4.181], [-0.133, 1.805, 2.938], [-0.093, 0.532, 2.471], [0.874, -1.808, 0.431], [0.739, -2.529, -0.760], [1.234, -2.072, -4.004], [0.108, -2.837, -4.822], [0.813, -3.724, -3.482], [-1.229, -1.472, -3.230], [-2.082, -3.507, -3.591], [-2.635, -3.094, -1.846], [-0.706, -4.580, -1.139], [-1.022, 0.167, -1.401], [1.456, 2.259, -0.028], [0.783, 5.995, 1.765], [1.256, 4.897, 0.473], [-0.385, 3.980, 5.328], [-0.381, -0.292, 2.996], [1.559, -2.030, 1.289]],
  "lowdin_charge": [-0.0465, -0.2873, -0.1866, -0.1015, -0.1275, -0.0014, -0.2007, -0.2155, 0.0339, -0.1168, -0.3112, 0.1024, 0.0866, -0.1736, 0.0961, -0.0698, -0.0014, -0.0306, 0.0763, 0.0820, 0.0507, 0.0987, 0.1241, 0.1363, 0.1327, 0.0832, 0.1054, 0.1319, 0.1116, 0.1079, 0.0845, 0.1050, 0.1213],
  "smiles": "C[C@@H](CO)n1cc(-c2cc3c(N)ncnn3c2)cn1",
  "charge": 0,
  "e_homo_ev": -8.38,
  "mol_weight_g_mol": 258.3,
  "homo_lumo_gap_ev": 9.0
}